Below is a cluster of 2 separate species, C14H20N2O in total, with properties calculated with ωB97M-V with the def2-TZVPD basis set.

Bonds (Å) are listed after each position.
Atoms and positions in Å:
1 C -3.150 -0.332 1.850  C3 1.494, H14 1.091, H15 1.077, H19 1.094
2 C -2.022 1.684 0.590  C3 1.441, C4 1.401, C6 1.406
3 C -2.573 0.355 0.655  C1 1.494, C2 1.441, C5 1.355
4 C -1.519 1.857 -0.707  C2 1.401, C9 1.387, N10 1.373
5 C -2.474 -0.135 -0.605  C3 1.355, N10 1.373, H16 1.078
6 C -1.664 2.641 1.556  C2 1.406, C7 1.376, H11 1.086
7 C -0.918 3.729 1.165  C6 1.376, C8 1.402, H12 1.076
8 C -0.462 3.908 -0.148  C7 1.402, C9 1.384, H13 1.071
9 C -0.822 2.985 -1.115  C4 1.387, C8 1.384, H18 1.085
10 N -1.950 0.797 -1.466  C4 1.373, C5 1.373, H17 1.003
11 H -1.921 2.488 2.599  C6 1.086
12 H -0.550 4.400 1.921  C7 1.076
13 H 0.249 4.691 -0.309  C8 1.071
14 H -2.384 -0.840 2.438  C1 1.091
15 H -3.850 -1.087 1.535  C1 1.077
16 H -2.934 -1.074 -0.866  C5 1.078
17 H -1.822 0.604 -2.442  N10 1.003
18 H -0.559 3.264 -2.130  C9 1.085
19 H -3.564 0.410 2.539  C1 1.094
20 C 2.428 -1.420 -1.431  C21 1.494, N26 1.473, H27 1.091, H28 1.069
21 C 1.263 -0.489 -1.523  C20 1.494, H29 1.085, H30 1.094, H34 1.104
22 C 3.149 -0.715 0.799  N26 1.478, H31 1.088, H35 1.097, H36 1.095
23 C 1.016 -3.659 -0.248  C24 1.520, H32 1.095, H33 1.080, H37 1.096
24 C 1.903 -2.732 0.568  C23 1.520, O25 1.214, N26 1.392
25 O 1.905 -2.797 1.779  C24 1.214
26 N 2.776 -1.854 -0.067  C20 1.473, C22 1.478, C24 1.392
27 H 2.101 -2.311 -1.968  C20 1.091
28 H 3.342 -1.106 -1.888  C20 1.069
29 H 1.553 0.504 -1.193  C21 1.085
30 H 0.342 -0.639 -0.952  C21 1.094
31 H 2.386 -0.574 1.561  C22 1.088
32 H 0.848 -3.216 -1.235  C23 1.095
33 H 0.118 -3.797 0.337  C23 1.080
34 H 0.859 -0.340 -2.540  C21 1.104
35 H 4.178 -0.816 1.169  C22 1.097
36 H 3.172 0.214 0.221  C22 1.095
37 H 1.546 -4.597 -0.451  C23 1.096

Its charge is 0. The calculation puts the LUMO energy at 0.65 eV. Its SMILES is Cc1c[nH]c2ccccc12.CCN(C)C(C)=O. The value obtained for the energy above the lowest of the compared OMol25 structures with the same formula, charge and spin is 1.350 eV. The spin multiplicity is 1. As for the maximum force: 2.373 eV/Å.